82
Properties=species:S:1:pos:R:3:lowdin_charge:R:1 method="wB97M-V/def2-TZVPD" homo_energy_ev="-2.961 / -3.012" charge=-1 relative_energy_ev=0.073 e_tot_ha=-3739.62602
C 4.7987 -0.9260 -4.7907 -0.10
H 0.2112 1.2256 5.7738 0.08
H -2.4031 -0.7499 -0.1015 0.10
H 0.0337 -0.4998 -2.6215 0.07
H -1.9852 -2.4439 -2.6043 0.10
H 0.0306 1.3782 -2.1167 0.06
Si 2.2012 -0.8279 -1.4808 0.60
C -2.2660 -3.4766 -0.7020 -0.18
H 3.0317 0.6988 0.2484 -0.02
C -0.8867 3.2948 1.7310 -0.31
C -2.9742 0.8001 2.8446 -0.12
H 5.7048 -1.4474 -5.0759 0.10
H -1.3044 4.0187 3.6863 0.06
N -0.4321 -1.1334 -0.6678 -0.22
H 2.6383 1.4139 -5.9274 0.10
C -3.6918 1.0751 4.0045 -0.01
H 4.6950 0.2125 -6.6084 0.09
O -1.1422 -0.3479 1.8294 -0.21
O -1.7375 -0.9238 3.8960 0.06
C 3.0391 -0.5371 -3.1597 -0.22
C 3.6125 -4.7038 -0.8386 -0.10
H 0.4369 -3.0479 -0.4184 0.11
S 1.8325 0.3798 2.7263 0.68
C 0.3956 -1.2321 -1.8955 -0.23
C -0.1876 -2.3649 0.1638 -0.17
H -2.4838 4.5223 2.4719 0.07
C 3.0807 0.6762 -5.2689 -0.10
C -1.4612 -3.1029 0.5430 -0.17
C -4.3243 2.4023 1.6470 -0.10
H -2.0519 -2.4986 1.2292 0.10
C -1.8230 4.1952 -1.7381 -0.11
H 2.7021 -3.6167 -2.4359 0.10
H 3.4395 -1.4145 1.1648 0.06
N -0.1993 2.1958 2.1684 -0.15
H -1.7454 -4.2767 -1.2365 0.10
C -1.4205 4.3447 2.6566 -0.03
C -3.2964 1.4698 1.6719 -0.02
C 2.4979 0.4065 -4.0397 -0.10
H -1.1045 3.0394 -3.4713 0.08
C 3.0789 -3.5628 -1.4184 -0.12
H -1.1736 -4.0032 1.0908 0.12
C 4.2351 0.0052 -5.6498 -0.11
C -0.5057 2.1856 -1.6389 -0.18
H -1.9593 -0.1461 -1.6886 0.11
C 4.0317 -3.4683 1.1763 -0.08
C -1.8643 -0.9990 -1.0135 -0.19
H 4.5015 -5.5476 0.9255 0.09
C 3.4976 -2.3290 0.5860 -0.09
H -0.8954 5.2964 2.5348 0.08
N -0.4747 2.1762 -0.2675 -0.06
H -2.2326 5.0905 0.1425 0.10
C -1.0457 3.2975 0.3747 -0.27
H -2.3621 4.9348 -2.3162 0.09
H 1.6069 0.9585 -3.7568 0.09
H -3.5125 -2.0808 -1.8380 0.11
H 4.6642 -1.9179 -2.9026 0.09
C -1.7547 4.2773 -0.3904 -0.05
C -2.4543 -2.2599 -1.6353 -0.16
C 4.2061 -1.1893 -3.5617 -0.10
C 2.1182 0.5822 -0.3379 -0.34
H -4.5632 2.9368 0.7373 0.11
C 4.0895 -4.6575 0.4657 -0.10
H -3.2341 -3.8835 -0.4028 0.10
C -5.0176 2.6603 2.8146 -0.67
N 1.0193 0.9434 5.2355 0.05
C 0.8185 1.1968 3.8804 -0.86
H -3.4233 0.5465 4.9091 0.12
C -1.8658 -0.2255 2.9062 -0.57
H 3.6521 -5.6303 -1.3990 0.09
H -2.7286 1.2786 0.7717 0.10
H 0.3761 -2.1042 1.0618 0.11
H 0.2766 -2.2136 -2.3765 0.09
N -0.0716 2.0604 3.5389 0.01
H 2.0134 1.5080 -0.9177 0.00
C 3.0089 -2.3532 -0.7204 -0.25
Ti 0.2535 0.6989 0.9106 0.84
H 4.3923 -3.4258 2.1967 0.10
Cl -6.3022 3.8459 2.8017 0.62
H 1.2587 -0.0215 5.4058 0.06
C -4.7136 2.0088 4.0005 -0.11
C -1.1373 3.1147 -2.3927 -0.10
H -5.2679 2.2380 4.9003 0.10